(1)
# C5H10N

A gas-phase ion, C5H10N (charge +1) (wB97M-V/def2-TZVPD, the Open Molecules 2025 dataset).

Each line ends with the natural charge from an NBO analysis.
Geometry (Å):
C: 2.12 -0.07 0.29  -0.47
N: 0.90 -0.17 -0.52  -0.50
C: -0.27 0.09 0.35  0.08
C: -1.39 -0.93 0.55  -0.45
C: -1.92 -0.02 -0.51  -0.09
C: -1.26 1.28 0.01  -0.40
H: 2.17 0.80 0.91  0.25
H: 2.35 -0.96 1.02  0.26
H: 3.10 -0.02 -0.19  0.25
H: 0.80 -1.06 -0.88  0.43
H: 1.09 0.37 -1.32  0.43
H: -1.72 -0.72 1.58  0.25
H: -1.42 -1.94 0.26  0.25
H: -1.93 -0.31 -1.67  0.24
H: -0.71 1.92 -0.61  0.22
H: -1.91 1.75 0.74  0.25

Results
- E: -250.84587 Eh
- Net charge: +1
- Highest occupied orbital energy: -13.1 eV

=====

(2)
# CH4IN2O

A gas-phase ion, CH4IN2O (charge +1) (wB97M-V/def2-TZVPD, the Open Molecules 2025 dataset).

Each line ends with the natural charge from an NBO analysis.
Geometry (Å):
C: 0.34 0.56 0.06  -0.05
N: 0.62 -0.85 -0.12  0.06
N: -0.83 1.10 0.08  -0.71
O: -0.51 -1.63 0.11  -0.46
I: 2.11 1.68 0.08  0.31
H: 1.49 -1.24 0.23  0.43
H: -1.68 0.54 0.08  0.43
H: -0.90 2.11 0.10  0.45
H: -0.64 -2.26 -0.62  0.54

Results
- E: -522.46602 Eh
- Net charge: +1
- Spin multiplicity: 3
- Highest occupied orbital energy (spin up / spin down): -10.9 / -14.1 eV

=====

- What is the formula in the second record?
  CH4IN2O